Computed, not measured: a 2-piece molecular cluster, C8H11I2NO4 overall at a distorted geometry, with wB97M-V/def2-TZVPD.

```
26
Properties=species:S:1:pos:R:3
C 1.81547 0.38591 -1.11737
C 1.52460 0.05421 0.29953
C -0.86431 -0.99543 0.11743
C -3.68336 -1.65614 2.20312
C 0.57480 -1.10911 0.63602
C 2.17005 0.73859 1.24961
C -3.14275 -1.28065 0.85192
C 1.44284 1.53511 -1.70445
N 1.43673 1.83483 -3.20849
O -1.23429 -0.65124 -0.96091
O 0.68579 2.71443 -3.45783
O 2.09736 1.07224 -3.87442
O -1.69052 -1.27472 1.13401
I 4.59155 2.63276 -1.85322
I 0.28961 3.05556 -0.66226
H 2.38661 -0.33578 -1.57310
H -3.55252 -1.00013 3.06828
H -4.69658 -1.80088 1.96169
H -3.35005 -2.68264 2.47714
H 0.55282 -1.35679 1.69976
H 1.03413 -1.92337 0.04823
H 2.90236 1.55314 0.97973
H 2.02374 0.62550 2.32919
H -3.25568 -0.31163 0.40459
H -3.26692 -2.01282 0.12344
H 3.20854 2.18903 -1.17166
```

* LUMO level: -0.57 eV
* multiplicity: 1
* HOMO energy: -0.3411 Eh
* energy above the lowest of the compared OMol25 structures with the same formula, charge and spin: 13.64 kcal per mole
* SMILES string: C=C(/C=C(\I)[N+](=O)[O-])CC(=O)OCC.I
* gap between HOMO and LUMO: 8.71 eV

=====

Computed, not measured: an isolated ion of composition C8H11IN3 and charge +1 at a distorted geometry, with wB97M-V/def2-TZVPD.

```
23
Properties=species:S:1:pos:R:3
C 1.74587 1.71097 0.25215
C 2.31317 0.72723 -0.46092
C -0.36216 0.59581 0.98202
C -0.52038 -0.52820 0.40727
C 1.18024 -1.16830 -1.69239
C 0.24720 1.86176 0.15067
C -0.71218 0.81401 2.43945
C -2.05923 -1.51264 -1.07119
N 0.28139 -2.02982 -1.38596
N 1.50238 -0.16995 -0.96936
N -0.70489 -1.63417 -0.37919
I 2.15643 -1.46535 -3.49048
H 2.32110 2.20016 1.08532
H 3.36578 0.48657 -0.29966
H -0.34334 2.65359 0.54572
H -0.16603 1.60377 -0.83116
H -0.30640 1.72592 2.84943
H -0.28889 0.00393 3.05988
H -1.78855 0.82977 2.58938
H -2.26072 -2.16709 -2.08760
H -2.90539 -1.57953 -0.44574
H -1.97308 -0.49503 -1.53485
H -0.72232 -2.46341 0.28721
```

* LUMO level (alpha / beta): -3.11 / -6.21 eV
* net charge: +1
* ⟨S²⟩: 2.036
* multiplicity: 3
* HOMO energy (alpha / beta): -0.4244 / -0.4800 Eh
* energy above the lowest of the compared OMol25 structures with the same formula, charge and spin: 68.67 kcal per mole
* gap between HOMO and LUMO (alpha / beta): 8.44 / 6.85 eV

=====

- Number 2 is which compound?
  C8H11IN3

=====

- Which value of energy above the lowest of the compared OMol25 structures with the same formula, charge and spin does entry 2 give?
  68.67 kcal per mole